#P
Entry from the OMol25 dataset: 2 unconnected molecules or ions with the total composition CH9N4 (the ωB97M-V functional and the def2-TZVPD basis).

**Charge**: +1
**E_HOMO**: -14.57 eV
**HOMO-LUMO gap**: 0.4195 hartree
**Spin multiplicity**: 1

The geometry in XYZ format:
```
14
Properties=species:S:1:pos:R:3:mulliken_charge:R:1
C -1.69 -0.46 0.12 -0.83
N -1.31 0.88 -0.34 -0.42
N 1.22 0.72 0.20 -0.39
N 1.60 -0.37 -0.17 0.26
N 2.84 -0.70 -0.08 -0.41
H -1.78 -0.53 1.25 0.31
H -2.59 -0.82 -0.26 0.38
H -1.71 1.72 0.04 0.33
H -0.11 1.00 -0.20 0.35
H 1.81 1.50 0.60 0.19
H -1.01 -1.13 -0.13 0.34
H 3.60 -0.12 0.14 0.24
H -1.31 1.09 -1.34 0.37
H 2.96 -1.60 -0.55 0.27
```



#Q
Entry from the OMol25 dataset: a molecular structure, CH9N4 (the ωB97M-V functional and the def2-TZVPD basis).

**Charge**: +1
**E_HOMO (spin up / spin down)**: -12.14 / -12.15 eV
**HOMO-LUMO gap (spin up / spin down)**: 0.2901 / 0.2903 hartree
**Spin multiplicity**: 1

The geometry in XYZ format:
```
14
Properties=species:S:1:pos:R:3:mulliken_charge:R:1
C 1.21 -1.24 0.93 -0.25
N 2.41 -1.16 1.36 -0.24
N -0.72 -0.12 -1.38 0.00
N 0.36 0.34 -0.94 -0.37
N -2.08 1.45 -0.05 -0.83
H 0.56 -2.05 1.26 0.23
H 2.81 -1.86 1.98 0.25
H 3.06 -0.36 1.18 0.26
H -0.84 -0.89 -2.16 0.25
H -1.60 0.45 -0.87 0.54
H 1.16 0.20 -1.60 0.27
H -1.55 1.53 0.76 0.28
H -1.73 2.19 -0.76 0.35
H -3.04 1.53 0.28 0.26
```



Energy ordering: #P at the bottom, the next structure 0.0813 hartree above.



#P
Entry from the OMol25 dataset: a single C4H7N2OP molecule (the ωB97M-V functional and the def2-TZVPD basis).

**Charge**: 0
**E_HOMO**: -8.00 eV
**HOMO-LUMO gap**: 0.3153 hartree
**Spin multiplicity**: 1
**SMILES**: CC1=CC(O)=NPN1

The geometry in XYZ format:
```
15
Properties=species:S:1:pos:R:3:mulliken_charge:R:1
C 2.11 -0.38 0.06 -1.22
C 0.60 -0.30 -0.07 0.63
C -0.02 0.84 -0.11 -0.01
C -1.33 1.08 -0.33 0.37
O -1.57 2.60 -0.21 -0.48
N -2.23 0.19 -0.27 -0.64
P -1.79 -1.60 -0.28 0.01
N -0.01 -1.48 -0.16 -0.38
H 2.44 -0.27 1.14 0.26
H 2.51 0.54 -0.35 0.34
H 2.64 -1.31 -0.41 0.32
H 0.70 1.72 -0.13 0.19
H -2.46 2.75 -0.23 0.31
H -1.67 -1.97 1.21 0.04
H 0.07 -2.43 0.13 0.28
```



#Q
Entry from the OMol25 dataset: a single C4H7N2OP molecule (the ωB97M-V functional and the def2-TZVPD basis).

**Charge**: 0
**E_HOMO**: -7.99 eV
**HOMO-LUMO gap**: 0.3197 hartree
**Spin multiplicity**: 1

The geometry in XYZ format:
```
15
Properties=species:S:1:pos:R:3:mulliken_charge:R:1
C -0.23 2.22 0.21 -0.66
C -1.33 1.40 0.30 0.05
C 0.89 0.34 -0.25 0.58
C 1.62 -0.90 -0.41 -0.37
N 0.91 1.55 -0.07 -0.44
N -1.10 0.11 0.09 -0.16
O 2.26 -1.34 0.77 -0.51
P -2.05 -1.25 0.18 -0.16
H -0.20 3.29 0.31 0.42
H -2.32 1.78 0.50 0.39
H 0.91 -1.66 -0.78 0.21
H 2.41 -0.78 -1.16 0.29
H 1.64 -1.27 1.51 0.35
H -0.99 -2.15 -0.02 -0.02
H -2.42 -1.34 -1.18 0.04
```



Energy ordering: #P at the bottom, the next structure 0.0139 hartree above.



#P
Entry from the OMol25 dataset: a molecular structure, C33H28F2N6O4STi (the ωB97M-V functional and the def2-TZVPD basis).

**⟨S²⟩**: 0.754
**Charge**: +1
**E_HOMO (spin up / spin down)**: -10.90 / -11.47 eV
**HOMO-LUMO gap (spin up / spin down)**: 0.2977 / 0.3200 hartree
**Spin multiplicity**: 2

The geometry in XYZ format:
```
75
Properties=species:S:1:pos:R:3:lowdin_spin:R:1
Ti -0.79 0.05 -0.28 0.95
C 2.78 0.25 -0.45 0.00
N 1.56 -0.39 -0.98 0.00
C 1.44 0.02 -2.39 0.00
C 0.83 1.39 -2.48 0.01
C 1.21 2.32 -3.43 0.00
C 0.54 3.54 -3.49 0.01
C -0.48 3.79 -2.59 0.00
C -0.80 2.82 -1.66 0.01
N -0.15 1.65 -1.60 0.00
C 1.63 -1.86 -0.85 0.00
C 0.93 -2.40 0.38 0.00
C 1.34 -3.58 0.96 0.00
C 0.62 -4.09 2.04 0.00
C -0.49 -3.40 2.49 0.00
C -0.84 -2.23 1.84 0.00
N -0.14 -1.73 0.82 0.00
C 2.93 0.35 1.05 0.00
C 4.11 0.90 1.56 0.00
C 4.23 1.03 2.93 0.00
C 3.18 0.61 3.74 0.00
C 2.06 0.07 3.14 0.00
N 1.94 -0.06 1.81 0.00
H 2.84 1.26 -0.86 0.00
H 3.66 -0.28 -0.85 0.00
H 0.77 -0.68 -2.89 0.00
H 2.41 0.00 -2.91 0.00
H 2.01 2.09 -4.12 0.00
H 0.82 4.27 -4.23 0.00
H -1.03 4.72 -2.60 0.00
H -1.59 2.96 -0.93 0.00
H 2.67 -2.20 -0.83 0.00
H 1.16 -2.31 -1.72 0.00
H 2.21 -4.10 0.58 0.00
H 0.93 -5.02 2.51 0.00
H -1.09 -3.76 3.31 0.00
H -1.72 -1.68 2.14 0.00
H 4.90 1.21 0.90 0.00
H 5.12 1.46 3.36 0.00
H 3.23 0.70 4.82 0.00
H 1.22 -0.28 3.73 0.00
F -3.27 1.83 0.14 0.00
C -2.92 0.65 -0.52 -0.02
F -3.13 0.91 -1.87 0.00
H -3.68 -0.09 -0.23 0.00
S -1.81 2.34 3.69 0.00
C -1.75 1.24 2.39 0.01
N -0.80 1.41 1.51 0.01
C -0.02 2.52 1.85 0.00
C 1.07 3.02 1.15 0.00
C 1.73 4.12 1.64 0.00
C 1.33 4.74 2.84 0.00
C 0.24 4.26 3.54 0.00
C -0.43 3.15 3.03 0.00
H -2.50 0.47 2.29 0.00
H 1.39 2.56 0.22 0.00
H 2.58 4.52 1.11 0.00
H 1.86 5.60 3.20 0.00
H -0.08 4.74 4.45 0.00
O -2.57 -2.33 -0.59 0.00
C -1.98 -2.14 -1.65 0.00
O -1.12 -1.18 -1.82 0.02
C -2.20 -3.03 -2.85 0.00
C -1.54 -2.79 -4.05 0.00
C -1.74 -3.63 -5.13 0.00
C -2.61 -4.69 -4.98 0.00
C -3.29 -4.95 -3.80 0.00
C -3.08 -4.10 -2.73 0.00
N -2.82 -5.60 -6.13 0.00
O -3.64 -6.48 -6.00 0.00
O -2.15 -5.40 -7.12 0.00
H -0.89 -1.93 -4.14 0.00
H -1.24 -3.47 -6.08 0.00
H -3.96 -5.79 -3.74 0.00
H -3.58 -4.27 -1.79 0.00
```



#Q
Entry from the OMol25 dataset: a molecular structure, C33H28F2N6O4STi (the ωB97M-V functional and the def2-TZVPD basis).

**⟨S²⟩**: 0.754
**Charge**: +1
**E_HOMO (spin up / spin down)**: -10.87 / -11.41 eV
**HOMO-LUMO gap (spin up / spin down)**: 0.2989 / 0.3205 hartree
**Spin multiplicity**: 2

The geometry in XYZ format:
```
75
Properties=species:S:1:pos:R:3:lowdin_spin:R:1
Ti -0.79 0.25 0.00 0.95
C 2.66 0.64 -0.03 0.00
N 1.52 -0.08 -0.62 0.00
C 1.46 0.31 -2.04 0.00
C 0.82 1.66 -2.17 0.01
C 1.22 2.58 -3.12 0.00
C 0.56 3.80 -3.20 0.01
C -0.48 4.06 -2.32 0.00
C -0.81 3.09 -1.39 0.01
N -0.18 1.91 -1.31 0.00
C 1.70 -1.54 -0.47 0.00
C 1.03 -2.10 0.75 0.00
C 1.56 -3.18 1.44 0.00
C 0.86 -3.71 2.51 0.00
C -0.36 -3.17 2.85 0.00
C -0.83 -2.10 2.11 0.00
N -0.15 -1.56 1.10 0.00
C 2.79 0.56 1.47 0.00
C 4.03 0.74 2.09 0.00
C 4.08 0.74 3.47 0.00
C 2.91 0.56 4.19 0.00
C 1.73 0.38 3.49 0.00
N 1.67 0.39 2.16 0.00
H 2.58 1.69 -0.32 0.00
H 3.59 0.27 -0.49 0.00
H 0.83 -0.41 -2.56 0.00
H 2.45 0.30 -2.50 0.00
H 2.04 2.35 -3.79 0.00
H 0.85 4.53 -3.94 0.00
H -1.02 4.99 -2.35 0.00
H -1.62 3.25 -0.69 0.00
H 2.76 -1.81 -0.48 0.00
H 1.23 -2.02 -1.33 0.00
H 2.52 -3.59 1.14 0.00
H 1.27 -4.55 3.07 0.00
H -0.95 -3.56 3.66 0.00
H -1.81 -1.67 2.31 0.00
H 4.92 0.87 1.49 0.00
H 5.03 0.88 3.98 0.00
H 2.92 0.55 5.27 0.00
H 0.79 0.23 4.01 0.00
F -3.21 2.18 0.30 0.00
C -2.85 0.97 -0.31 -0.02
F -3.06 1.19 -1.66 0.00
H -3.63 0.26 -0.01 0.00
S -1.97 2.29 4.06 0.00
C -1.85 1.33 2.65 0.01
N -0.92 1.64 1.80 0.01
C -0.22 2.76 2.24 0.00
C 0.83 3.40 1.58 0.00
C 1.43 4.49 2.18 0.00
C 0.99 4.96 3.43 0.00
C -0.05 4.35 4.09 0.00
C -0.65 3.25 3.48 0.00
H -2.55 0.52 2.49 0.00
H 1.16 3.04 0.62 0.00
H 2.24 5.00 1.68 0.00
H 1.47 5.82 3.87 0.00
H -0.40 4.72 5.04 0.00
O -2.55 -1.90 -0.24 0.00
C -1.99 -1.84 -1.33 0.00
O -1.06 -0.96 -1.57 0.01
C -2.33 -2.79 -2.43 0.00
C -1.79 -2.61 -3.71 0.00
C -2.11 -3.50 -4.72 0.00
C -2.95 -4.55 -4.43 0.00
C -3.50 -4.75 -3.18 0.00
C -3.19 -3.85 -2.18 0.00
N -3.28 -5.51 -5.51 0.00
O -4.03 -6.42 -5.24 0.00
O -2.77 -5.32 -6.60 0.00
H -1.14 -1.77 -3.90 0.00
H -1.71 -3.39 -5.72 0.00
H -4.16 -5.59 -3.02 0.00
H -3.60 -3.96 -1.18 0.00
```



Energy ordering: #Q at the bottom, the next structure 0.0056 hartree above.